ORCA calculation (wB97M-V/def2-TZVPD) on C37H47BrMgN3O as an isolated structure at a distorted geometry.

Kohn-Sham gap (eV): 6.95
Energy (eV): -121143.1290
Charge: -1
E_HOMO (eV): -4.404
Energy relative to the best compared isomer or geometry (same formula, charge and spin) (kJ/mol): 170.6
Spin multiplicity: 1

Cartesian coordinates (Å):
H: 1.29820 -0.49380 -4.27850
H: -4.56990 -0.50580 -1.75370
C: -3.46520 3.47010 -1.31730
H: -1.79310 -2.13780 4.57440
H: -1.39950 1.55850 5.14930
C: 2.63110 -0.30510 1.42460
C: 0.74880 -0.54150 -3.33780
H: -4.43520 3.11600 0.55340
H: -3.74770 -0.53660 -0.19040
N: 2.22110 -0.17500 0.19630
H: -3.43030 -0.34900 2.65600
C: 3.07260 -4.34910 1.02420
C: 5.03620 -0.29900 -2.89310
H: -3.81150 1.57200 -2.98010
C: 5.79370 1.33850 1.16020
N: -2.85310 1.52480 -2.64640
H: 0.50910 -3.25950 -2.85300
H: 6.19440 1.04040 -1.70220
C: 2.83590 -0.83320 -2.04220
C: -1.93520 1.30200 4.23790
C: 5.26990 0.48400 -1.77970
H: 5.79030 -0.39330 -3.66440
H: 2.08490 -3.02200 -3.62770
H: 3.68610 1.64430 0.97290
C: 4.55490 1.62810 0.31120
H: 1.05100 -7.04560 1.18720
H: -2.89580 -4.71630 0.04510
H: -3.11000 -1.05870 5.06220
H: -1.52590 -0.91920 5.82780
H: -1.63720 1.99470 3.45470
Br: -0.12030 2.18890 0.45160
H: 3.58470 -1.44270 -3.94980
C: -1.86600 -4.43540 0.23950
C: 1.46570 -1.41070 -2.30090
C: -0.12020 -0.22110 3.58460
H: -1.46780 2.75000 -1.71250
H: -5.42640 1.06660 0.21030
C: 2.13740 -3.38510 0.76470
H: 0.87430 -1.36250 -1.38430
H: 3.69230 -0.46700 1.64070
H: -3.04680 4.37270 -0.87640
H: 1.99080 -3.45720 -1.92030
C: 0.88920 -0.16840 4.56910
C: -1.60800 -0.13260 3.80280
C: 2.68110 -5.68180 1.19690
C: -3.87860 2.52650 -0.17900
C: 0.38420 -5.03570 0.78580
C: 1.77530 -0.31290 2.52480
H: 5.70490 0.36310 1.63730
C: 4.63050 3.00660 -0.35120
H: -2.26290 3.46530 -3.13610
H: 5.90470 2.09230 1.93950
H: -0.24820 -0.93340 -3.53230
H: 4.12260 -4.09080 1.08220
C: -2.41260 2.85340 -2.24540
C: 3.80090 -0.90510 -3.03610
H: 3.79800 3.11770 -1.04260
C: -2.03600 -1.12490 4.88990
H: 0.63970 0.46830 -2.94590
C: 4.33000 0.59200 -0.76640
H: -2.97670 2.16190 0.31610
O: -1.59900 0.17390 -1.29090
H: -3.00190 1.41730 4.42470
C: 1.36150 -6.01210 1.07580
C: -1.48470 -3.08550 0.16780
H: 6.69400 1.33090 0.54780
C: -0.19690 -2.63320 0.37490
C: -3.98700 0.09050 -1.04850
C: 1.51890 -2.87890 -2.71020
H: -4.35380 3.74740 -1.89600
H: -1.26050 -6.43730 0.66840
H: -2.13710 -1.49070 2.22570
C: -2.35550 -0.46410 2.51200
H: 3.42650 -6.44350 1.38610
H: 5.56000 3.13620 -0.90300
H: -2.26340 -2.37010 -0.07460
H: 4.55070 3.78660 0.40210
C: -4.77010 1.34670 -0.61620
C: 2.09320 -0.23670 3.89830
Mg: 0.15160 -0.45660 0.39130
H: -5.41420 1.67830 -1.43780
H: 2.47120 -2.37950 0.60450
H: -2.02660 0.19550 1.71220
C: -2.68390 0.55410 -1.66880
H: 0.74910 -0.08320 5.63360
N: 0.41880 -0.30220 2.37860
C: 3.12970 -0.14650 -0.84580
C: 0.75940 -3.66410 0.65010
H: 3.07900 -0.19870 4.32700
C: -0.95840 -5.40010 0.56870

***

ORCA calculation (wB97M-V/def2-TZVPD) on C35H39F3NOP2Se2Tl as an isolated structure at a distorted geometry.

Kohn-Sham gap (eV): 6.33
Energy (eV): -202569.6866
Charge: +2
E_HOMO (eV): -13.049
Energy relative to the best compared isomer or geometry (same formula, charge and spin) (kJ/mol): 115.2
Spin multiplicity: 1

Cartesian coordinates (Å):
C: 3.12010 2.22370 -2.48580
H: 2.55150 -2.25570 0.10620
H: -3.70510 -3.34930 2.61300
H: -3.57020 -3.31390 -2.49950
H: 7.02000 -0.39690 -0.88040
H: 3.35240 -1.05720 3.12480
C: 6.04350 -0.80510 -0.66720
H: -2.67370 -1.63440 1.11710
C: 3.20760 0.00820 3.27640
C: -0.47540 -3.42600 3.63800
N: -0.77620 -1.88670 1.84390
C: -0.25410 -3.25510 -3.26630
H: -1.55430 0.16410 3.56850
C: -0.28590 3.87180 -3.08650
C: 0.50530 2.24220 3.11200
H: 2.58710 2.81230 3.06870
H: -3.66030 2.96180 -1.42170
H: 3.29310 2.30570 -1.41930
H: 3.39790 -1.98270 -3.55460
H: 6.78240 -2.23510 0.73490
H: -0.81180 4.52250 -3.77930
H: 0.14940 4.47210 -2.29110
Se: -1.05080 2.00650 1.90420
C: -2.13450 -1.94630 -1.66460
C: -2.07350 -2.17650 1.83190
C: -2.53340 -3.01420 -2.49360
H: -1.24010 1.09300 -4.19820
H: 2.50220 0.18780 4.08400
H: -2.87900 -1.46890 -1.04890
H: -2.55330 4.25040 -0.92400
C: 1.98820 -3.49060 -4.14660
O: -0.84560 1.82450 -1.30090
C: 2.38160 -2.34220 -3.45220
C: 5.90880 -1.83810 0.24540
H: 0.36830 -4.79690 -4.61310
H: 0.17370 -3.90420 4.35680
H: -3.26230 4.27020 -2.55060
C: -2.40920 -4.63090 4.67710
C: -2.65450 -3.10650 2.67630
C: 2.54780 1.05690 -2.99440
F: -1.74520 -5.78660 4.72700
H: 5.03800 0.51940 -2.01410
H: 4.55890 -3.16660 1.23800
F: -3.69660 -4.89950 4.47300
C: 2.25300 0.95890 -4.34930
C: 3.19980 3.14540 -4.69480
H: 1.77570 0.07400 -4.74430
C: 3.67730 -0.82700 -1.04230
H: 1.70730 3.15660 1.56010
C: -1.60030 -3.67730 -3.23240
H: -3.02880 0.68390 2.70920
H: 3.47430 3.94660 -5.36300
C: 3.46190 3.25610 -3.33670
F: -2.30430 -4.05150 5.88270
Se: 2.55580 0.78540 1.60390
H: 3.93350 4.14550 -2.94950
C: 4.65490 -2.35980 0.52920
H: 0.51070 3.35080 -3.61250
H: 2.70670 -4.01870 -4.75180
C: 0.00960 -2.52910 2.69950
C: -2.87510 3.63370 -1.76090
C: 3.53710 -1.84880 -0.10060
C: -0.83090 -1.56500 -1.65600
Tl: -0.02940 -0.10410 -0.02450
C: 1.50210 -1.66620 -2.63280
P: -1.46060 2.66990 -2.38360
C: 4.93020 -0.29280 -1.31150
H: -2.37200 1.68430 4.02180
H: -1.88170 -4.54040 -3.81610
H: 0.28610 3.12250 3.72290
H: -2.48360 2.31180 -4.54440
C: 0.15410 -2.12190 -2.48900
C: -1.83680 -3.70790 3.62320
H: 2.37810 1.93020 -6.24810
C: 0.69480 -3.92800 -4.06200
C: -2.12020 1.01600 3.20170
C: 1.81850 2.44530 2.38220
H: -2.83160 0.97510 -3.43150
H: 0.53020 1.36180 3.76080
H: 1.06320 -2.30040 2.63470
H: 4.16410 0.46770 3.51280
P: 2.13120 -0.19660 -1.75450
C: -2.06560 1.66490 -3.77920
C: 2.58710 2.00650 -5.19280

***

ORCA calculation (wB97M-V/def2-TZVPD) on C36H25F12NO2W as an isolated structure at a distorted geometry.

Kohn-Sham gap (spin up / spin down) (eV): 6.38 / 6.08
Energy (eV): -77757.3362
E_HOMO (spin up / spin down) (eV): -7.772 / -7.311
Energy relative to the best compared isomer or geometry (same formula, charge and spin) (kJ/mol): 50.3
Spin multiplicity: 1

Cartesian coordinates (Å):
H: -3.47294 1.98439 1.21008
H: -1.70768 4.47857 -3.26869
H: -1.84053 2.45197 3.38713
C: -2.35929 0.81045 -0.22004
H: -2.12673 1.47901 7.54595
H: -2.85925 5.19996 -2.13699
C: -3.12615 3.06308 -0.58999
H: 5.39143 5.67078 3.51644
F: 2.06207 -1.94319 2.86276
C: -1.62344 -1.73312 2.38737
H: -5.06116 -2.88369 5.19694
H: -3.50901 -2.64077 6.00432
H: 1.63134 2.66001 5.87755
F: -2.27744 -0.12317 -4.44344
H: 2.92859 2.64528 1.74892
F: -3.87032 -1.02722 -1.71504
H: -1.53729 -3.10038 4.03271
C: -3.98351 -2.99437 5.08643
H: 5.05563 3.89833 1.82009
C: 0.56968 2.48512 5.76460
H: -4.41406 -0.02500 1.50846
C: -1.21293 -0.53457 -3.72889
C: 2.24291 4.72738 4.32622
C: 3.43811 5.42473 4.36924
C: 4.45531 5.12963 3.47233
F: 0.70106 -0.34541 3.40598
F: -0.80810 -1.70405 -4.21918
C: -1.96190 1.94649 -2.36098
C: -2.15498 -2.40832 3.47704
C: 0.41720 2.37258 2.15494
F: -2.46192 -2.54960 -1.06281
C: 0.14680 1.69724 1.13645
C: -2.44687 -0.84043 1.67027
H: 2.04150 1.84417 -1.15982
W: -0.10629 0.18055 -0.14631
C: -1.53863 1.80119 6.69626
H: 1.65145 0.59468 -2.31897
F: -0.21817 0.35330 -3.94074
C: -0.00352 -3.54741 1.66891
O: -0.36199 -1.13000 -1.62656
N: -1.97160 -0.26525 0.50898
C: 1.69784 0.80990 -1.24963
H: -3.43811 4.21387 -3.48207
C: 4.26618 4.13491 2.52184
C: -2.55796 3.08497 -1.87867
H: 0.28723 1.94462 7.81303
O: 0.30993 -1.36661 0.87796
H: 2.52966 0.19514 -0.87112
H: -5.30202 -1.20438 3.46488
C: 0.79055 -1.66470 3.18128
C: 3.07415 3.43649 2.47349
H: -3.64208 3.94700 -0.23431
C: -0.16672 -2.03252 2.00007
C: -2.71134 -1.65397 -2.01668
C: -0.01669 2.62943 4.50262
C: -1.82930 0.76930 -1.58057
C: -1.38096 2.34743 4.36212
H: -1.61518 1.95247 -3.38337
F: 1.11680 -3.76263 0.97395
C: -4.26669 -1.35114 3.18081
H: 3.57924 6.20627 5.10486
F: -1.03583 -3.98708 0.94128
H: -3.75278 -4.05585 4.98860
C: 2.04368 3.71686 3.38163
C: -3.46992 -2.23212 3.89663
C: -0.18605 2.07109 6.84775
F: 0.52738 -2.27545 4.33969
F: 0.06146 -4.30060 2.78381
C: -2.64516 4.31814 -2.73862
C: -3.03922 1.96730 0.21927
C: -3.76629 -0.67222 2.08668
H: -3.18804 1.72871 5.32885
C: 0.79524 2.95026 3.32277
C: -2.13291 1.94058 5.44854
F: -2.95805 -2.35102 -3.13381
H: 1.44874 4.97602 5.01905
C: -1.50057 -0.63599 -2.20786

***

ORCA calculation (wB97M-V/def2-TZVPD) on a 2-piece molecular cluster, C2H2FO2S overall at a distorted geometry.

Kohn-Sham gap (eV): 5.98
Energy (eV): -19753.2445
Charge: -1
E_HOMO (eV): -2.783
Energy relative to the best compared isomer or geometry (same formula, charge and spin) (kJ/mol): 200.1
Spin multiplicity: 1

Cartesian coordinates (Å):
H: -0.21786 2.28746 2.24232
F: -1.62910 -0.52708 0.06877
O: 0.54183 -1.51644 -2.52291
O: 0.44695 -1.82611 -0.12663
C: 0.27820 -1.29849 -1.37712
S: 0.73944 3.18096 1.59648
C: -0.24528 -0.51869 -0.25969
H: 0.08582 0.21840 0.37878

***

ORCA calculation (wB97M-V/def2-TZVPD) on CNO4PbS2 as an isolated structure at a distorted geometry.

Kohn-Sham gap (spin up / spin down) (eV): 8.13 / 8.13
Energy (eV): -37626.0604
Charge: +1
E_HOMO (spin up / spin down) (eV): -14.430 / -14.430
Spin multiplicity: 1

Cartesian coordinates (Å):
O: -1.76592 -1.16955 -0.30781
Pb: -0.06533 -1.76225 0.66895
S: 2.52612 -0.09441 -0.40671
C: -1.78108 0.07185 -0.27108
O: -2.33410 0.99297 -0.77261
N: 1.80706 1.22606 -0.06750
O: -0.51560 0.37516 0.73156
S: 0.42358 1.71351 0.54902
O: 1.70527 -1.35333 -0.12383